9
Properties=species:S:1:pos:R:3 method="wB97M-V/def2-TZVPD" spin_multiplicity=1 molar_mass_g_mol=120.9 gap_ev=6.860 charge=+1 e_homo_ev=-11.4066 relative_energy_kcal_mol=0.00
O -1.24 -2.23 0.12
C -0.11 -1.68 0.06
O 0.97 -2.15 0.47
Li 2.15 -0.69 0.41
Li -2.40 -0.83 -0.40
C -0.12 -0.23 -0.38
C -0.09 1.02 -0.35
O 0.04 2.16 0.07
Na 0.79 4.62 0.00


13
Properties=species:S:1:pos:R:3 method="wB97M-V/def2-TZVPD" spin_multiplicity=1 molar_mass_g_mol=89.1 gap_ev=10.438 e_homo_ev=-9.5991 relative_energy_kcal_mol=38.16
C 0.41 0.00 -0.64
N -0.28 -0.53 -1.78
O 1.78 0.21 -0.82
N 0.22 -0.94 0.45
H 2.21 -0.66 -0.82
H -0.15 0.07 -2.59
H 0.08 -1.45 -2.00
H -0.76 -1.18 0.52
C -1.35 1.31 2.29
N -1.29 2.00 1.38
H 0.00 1.01 -0.44
H 0.53 -0.52 1.32
H -1.41 0.68 3.13


114
Properties=species:S:1:pos:R:3 method="wB97M-V/def2-TZVPD" spin_multiplicity=2 molar_mass_g_mol=956.7 gap_ev="5.955 / 5.703" charge=+1 e_homo_ev="-9.3960 / -9.6574" relative_energy_kcal_mol=65.19 s_squared=0.833
Ti 0.07 -0.78 -0.40
C 5.54 -1.39 -0.86
C 4.46 -1.37 0.02
N 3.38 -0.89 -0.58
N 3.74 -0.59 -1.84
C 5.03 -0.89 -2.03
B 2.59 -0.14 -2.75
N 1.70 -1.40 -2.85
C 1.80 -2.30 -3.85
C 1.31 -3.51 -3.40
C 0.93 -3.26 -2.08
N 1.17 -1.99 -1.76
N 1.88 1.02 -2.02
C 2.19 2.31 -2.23
C 1.61 3.07 -1.24
C 0.95 2.14 -0.44
N 1.13 0.91 -0.92
N 2.88 0.34 -4.14
C 3.99 0.78 -4.79
C 3.60 1.27 -6.01
C 2.21 1.09 -6.03
N 1.79 0.54 -4.91
H 6.54 -1.73 -0.66
H 4.44 -1.67 1.05
H 5.53 -0.75 -2.97
H 2.19 -2.03 -4.81
H 1.25 -4.43 -3.94
H 0.52 -3.96 -1.37
H 2.80 2.62 -3.06
H 1.67 4.13 -1.11
H 0.39 2.34 0.46
H 4.96 0.74 -4.34
H 4.22 1.69 -6.78
H 1.51 1.34 -6.80
C -2.32 -0.90 3.17
Sb -1.16 0.43 1.87
C 0.10 -2.25 1.17
C -0.97 -2.88 0.51
C -1.68 -4.05 0.83
C -2.61 -4.56 -0.07
C -2.80 -3.92 -1.29
C -2.12 -2.73 -1.53
N -1.29 -2.19 -0.65
Si 1.22 -3.23 2.34
C 2.22 -2.17 3.58
C 2.44 -4.15 1.18
C 0.35 -4.49 3.51
C -2.79 1.41 0.69
C -2.28 1.45 -0.69
C -2.68 2.46 -1.57
C -2.34 2.43 -2.91
C -1.59 1.35 -3.38
C -1.19 0.40 -2.46
N -1.50 0.45 -1.15
Si -2.97 3.15 1.56
C -1.42 4.22 1.23
C -4.50 4.18 1.02
C -3.12 2.90 3.45
Si -4.53 0.53 0.56
C -4.35 -1.30 0.06
C -5.55 0.65 2.17
C -5.54 1.26 -0.89
H -1.60 -1.51 3.72
H -3.00 -1.55 2.62
H -2.89 -0.31 3.89
H -1.50 -4.54 1.77
H -3.15 -5.46 0.17
H -3.48 -4.32 -2.03
H -2.27 -2.20 -2.46
H 2.67 -2.84 4.32
H 3.05 -1.63 3.12
H 1.61 -1.47 4.14
H 2.77 -3.50 0.37
H 1.99 -5.03 0.73
H 3.32 -4.47 1.72
H -0.49 -4.04 4.03
H 1.06 -4.80 4.27
H 0.01 -5.39 3.01
H -3.28 3.27 -1.19
H -2.66 3.21 -3.58
H -1.32 1.25 -4.41
H -0.59 -0.44 -2.80
H -1.14 4.25 0.18
H -0.57 3.86 1.80
H -1.61 5.24 1.55
H -4.31 4.76 0.12
H -4.74 4.89 1.80
H -5.38 3.57 0.85
H -2.25 2.39 3.85
H -4.00 2.34 3.73
H -3.19 3.87 3.94
H -3.61 -1.85 0.64
H -4.06 -1.37 -0.98
H -5.30 -1.81 0.17
H -5.04 0.24 3.03
H -6.47 0.08 2.04
H -5.84 1.67 2.40
H -5.03 1.11 -1.84
H -5.75 2.31 -0.80
H -6.49 0.74 -0.95
N 2.00 0.40 1.73
C 2.92 1.38 2.14
C 3.91 1.85 1.29
C 4.79 2.83 1.72
C 4.69 3.35 3.00
C 3.70 2.89 3.85
C 2.82 1.91 3.43
H 1.73 -0.19 2.50
H 2.36 -0.16 0.95
H 4.01 1.44 0.30
H 5.58 3.16 1.05
H 5.39 4.11 3.33
H 3.62 3.29 4.85
H 2.05 1.55 4.09


12
Properties=species:S:1:pos:R:3 method="wB97M-V/def2-TZVPD" spin_multiplicity=1 molar_mass_g_mol=137.1 gap_ev=8.712 e_homo_ev=-8.9956 relative_energy_kcal_mol=91.13
C -0.10 -0.47 -0.73
C -0.19 0.17 0.45
C 0.73 0.15 -1.83
N -0.93 -0.52 1.63
O -1.72 -1.44 1.47
O -0.56 -0.16 2.73
F -0.68 -1.62 -1.00
S 0.71 1.50 0.98
H 1.22 -0.50 -2.44
H -0.09 0.72 -2.39
H 1.43 0.69 -1.16
H 0.19 1.48 2.27


20
Properties=species:S:1:pos:R:3 method="wB97M-V/def2-TZVPD" spin_multiplicity=1 molar_mass_g_mol=105.2 gap_ev=9.192 charge=+1 e_homo_ev=-12.5421 relative_energy_kcal_mol=79.71
C 0.24 2.57 0.87
C 1.02 1.75 -0.04
C 0.28 0.41 -0.37
C 1.04 -0.74 -0.17
N 0.72 -2.06 -0.48
N -0.97 0.70 -0.79
H -0.66 2.30 1.43
H 0.13 3.55 0.49
H 0.95 2.90 1.69
H 2.07 1.50 -0.02
H 1.07 2.48 -1.08
H 2.14 -0.59 0.06
H 1.05 -2.75 0.21
H -0.34 -2.23 -0.52
H 1.10 -2.41 -1.38
H -1.59 -0.04 -0.87
H -1.50 1.58 -0.81
H -1.74 -2.24 1.74
H -2.60 -1.70 0.42
O -1.72 -2.09 0.73


| no. | E (eV) |
| --- | --- |
| 1 | -14075.510 |
| 2 | -8704.622 |
| 3 | -112757.880 |
| 4 | -22308.985 |
| 5 | -9378.127 |